{"formula": "C30H55ClIN2O3", "method": "the ωB97M-V functional and the def2-TZVPD basis", "elements": ["C", "C", "C", "C", "C", "C", "C", "C", "C", "C", "C", "C", "C", "C", "C", "C", "C", "I", "C", "C", "C", "C", "C", "C", "O", "C", "C", "C", "C", "O", "O", "N", "N", "C", "Cl", "C", "C", "H", "H", "H", "H", "H", "H", "H", "H", "H", "H", "H", "H", "H", "H", "H", "H", "H", "H", "H", "H", "H", "H", "H", "H", "H", "H", "H", "H", "H", "H", "H", "H", "H", "H", "H", "H", "H", "H", "H", "H", "H", "H", "H", "H", "H", "H", "H", "H", "H", "H", "H", "H", "H", "H", "H"], "coordinates": [[10.35993, 2.46965, 2.64438], [10.68093, 2.15424, 1.17147], [9.44452, 1.94221, 0.27704], [9.54318, 0.71804, -0.62996], [8.22263, 0.44478, -1.38001], [7.33849, -0.58692, -0.66982], [6.23528, -1.13467, -1.57300], [5.39768, -2.25746, -0.91727], [3.89883, -1.95452, -0.93818], [3.00487, -3.16955, -0.63643], [1.64005, -3.11178, -1.34810], [0.46965, -3.53270, -0.46072], [0.02625, -2.42562, 0.52204], [-1.37213, -1.84588, 0.20993], [-2.23863, -1.61792, 1.49741], [-2.90810, -0.28826, 1.48967], [-3.97911, -0.00936, 0.62024], [-4.77333, -1.50320, -0.57820], [-4.55743, 1.25044, 0.63055], [-5.73243, 1.63599, -0.21562], [-5.40382, 1.89195, -1.69075], [-6.60273, 2.51757, -2.42582], [-7.57340, 1.49576, -3.00702], [-6.92738, 0.50406, -3.98061], [-6.69677, -0.77425, -3.40480], [-7.83288, -1.63136, -3.40954], [-8.33331, -1.95243, -2.01017], [-4.01335, 2.20204, 1.52361], [-4.53116, 3.61125, 1.66334], [-4.53285, 4.34464, 0.46927], [-3.20284, 4.19397, -0.05986], [-3.04486, 1.91422, 2.33962], [-2.53558, 0.69054, 2.31117], [-1.47259, 0.53873, 3.32989], [0.09478, 0.30221, 2.53673], [-1.78756, -0.49730, 4.42461], [-1.78796, 0.10403, 5.83973], [10.61604, 1.62910, 3.28510], [10.90823, 3.34351, 2.98968], [9.30096, 2.68163, 2.78531], [11.28730, 2.95534, 0.75147], [11.29209, 1.25274, 1.12692], [9.27763, 2.82435, -0.34390], [8.55566, 1.84553, 0.90669], [9.77872, -0.15160, -0.01449], [10.35252, 0.87306, -1.34336], [7.67945, 1.38851, -1.44925], [8.43185, 0.08431, -2.38771], [7.96361, -1.41328, -0.32692], [6.87503, -0.10939, 0.19696], [6.69248, -1.48732, -2.49836], [5.58157, -0.30370, -1.85207], [5.74500, -2.36074, 0.11100], [5.59071, -3.18829, -1.44947], [3.71053, -1.18021, -0.19070], [3.64994, -1.55684, -1.92293], [3.54792, -4.05864, -0.95541], [2.84590, -3.25907, 0.43940], [1.66964, -3.78715, -2.20553], [1.47249, -2.11493, -1.76040], [0.76014, -4.42396, 0.09607], [-0.36465, -3.83448, -1.09629], [0.06672, -2.80748, 1.54161], [0.76347, -1.62614, 0.45819], [-1.23718, -0.89360, -0.30074], [-1.89146, -2.54139, -0.43951], [-3.03856, -2.35704, 1.50890], [-1.58840, -1.75368, 2.34826], [-6.48048, 0.84175, -0.15430], [-6.19530, 2.52747, 0.19990], [-4.53836, 2.54302, -1.79281], [-5.18692, 0.93804, -2.16646], [-6.25018, 3.19837, -3.19844], [-7.16388, 3.13041, -1.71423], [-8.34705, 2.05794, -3.53487], [-8.08993, 0.95017, -2.21716], [-7.54974, 0.38738, -4.86998], [-5.96523, 0.88729, -4.32150], [-7.53438, -2.55842, -3.90055], [-8.64736, -1.18762, -3.98333], [-8.94308, -1.15000, -1.59645], [-7.50126, -2.11494, -1.32444], [-8.92441, -2.86629, -2.02202], [-5.55530, 3.57478, 2.03321], [-3.92516, 4.11292, 2.41974], [-3.35670, 4.40202, -0.99100], [-1.40068, 1.51375, 3.79295], [-1.10847, -1.34037, 4.34364], [-2.78260, -0.89086, 4.20955], [-2.78749, 0.08280, 6.26450], [-1.14043, -0.47527, 6.49226], [-1.43792, 1.13344, 5.85852]], "forces_ev_per_a": [[0.05, 0.06, -0.22], [-0.20, 0.00, -0.02], [0.08, -0.08, 0.16], [-0.47, 0.24, -0.07], [0.28, -0.20, 0.39], [-0.04, 0.25, -0.38], [-0.04, 0.09, 0.25], [0.16, 0.54, -0.26], [0.18, -0.39, 0.23], [0.06, 0.43, -0.18], [0.11, -0.43, -0.05], [0.00, 0.16, -0.06], [0.06, -0.24, -0.28], [0.34, 0.00, 0.55], [0.33, -0.02, -0.55], [-0.23, -0.13, -0.14], [-0.26, 0.38, 0.06], [0.08, 0.04, -0.02], [-0.20, -0.21, -0.32], [-0.15, -0.05, 0.11], [-0.36, 0.05, -0.27], [-0.06, -0.10, 0.62], [-0.09, 0.28, -0.40], [-0.20, -0.06, 0.07], [0.06, 0.20, -0.01], [-0.03, -0.23, 0.21], [0.09, 0.06, 0.12], [-0.05, -0.02, -0.20], [0.27, 0.07, 0.47], [-0.29, -0.22, -0.30], [0.12, 0.01, 0.17], [0.26, -0.10, 0.16], [0.29, 0.12, 0.18], [0.37, -0.04, 0.57], [0.08, 0.00, -0.07], [-0.43, 0.11, -0.24], [0.13, -0.24, -0.02], [-0.02, -0.01, 0.12], [0.07, -0.02, 0.12], [-0.06, 0.03, 0.00], [0.08, 0.00, -0.03], [0.10, -0.02, 0.00], [-0.06, 0.06, -0.01], [-0.05, -0.07, 0.02], [0.22, -0.08, -0.05], [0.13, -0.10, 0.02], [-0.10, 0.03, -0.30], [-0.02, 0.06, -0.09], [0.00, -0.06, 0.12], [0.06, -0.18, 0.23], [-0.03, -0.06, -0.07], [-0.05, 0.02, -0.07], [-0.06, -0.30, 0.09], [-0.02, -0.17, 0.13], [-0.16, 0.25, -0.18], [-0.09, 0.06, -0.05], [-0.11, -0.19, 0.07], [0.10, -0.03, 0.10], [0.02, 0.07, -0.09], [-0.11, 0.11, 0.07], [0.00, -0.07, 0.01], [-0.11, 0.02, 0.03], [-0.09, 0.01, 0.09], [0.03, 0.07, 0.19], [-0.17, -0.02, -0.26], [-0.14, 0.14, -0.16], [0.05, -0.14, 0.23], [-0.18, 0.01, 0.18], [0.01, -0.10, -0.02], [0.04, 0.04, 0.00], [0.14, -0.05, 0.15], [0.34, 0.00, -0.06], [0.03, -0.09, -0.18], [0.08, 0.19, -0.07], [-0.07, -0.04, 0.01], [0.05, -0.09, 0.07], [-0.03, -0.01, -0.06], [0.11, -0.08, 0.02], [0.01, -0.01, -0.11], [0.02, 0.01, -0.17], [-0.03, 0.03, 0.02], [-0.02, -0.06, -0.08], [-0.13, 0.00, -0.02], [-0.16, 0.23, -0.21], [0.08, -0.03, 0.01], [-0.06, 0.10, -0.02], [-0.18, 0.13, -0.17], [0.15, 0.02, 0.04], [0.00, -0.09, 0.03], [-0.04, 0.06, 0.05], [0.01, 0.03, 0.09], [0.06, 0.05, -0.01]], "orbital_gap_ev": 7.686, "relative_energy_kcal_mol": 0.0, "total_charge": 1, "e_lumo_ha": -0.149, "multiplicity": 1}